Entry 1:
Here is a molecular structure, C25H36BFeN8OSSi at a distorted geometry from the Open Molecules 2025 dataset. Energies are from ωB97M-V/def2-TZVPD.

Last column: Mulliken charge in e.
Positions of all 74 atoms, in Å:
Fe: -0.19010 0.00390 -0.05820  1.248
C: -1.90230 -3.16740 2.71300  -1.254
C: -1.71730 -2.63010 1.43920  -0.158
N: -1.06340 -1.47990 1.52130  -0.027
N: -0.82570 -1.24290 2.81490  -0.056
C: -1.31840 -2.24590 3.55750  -0.054
B: -0.09840 0.01400 3.31720  0.231
N: -0.80070 1.27070 2.76740  0.288
C: -1.33720 2.26410 3.49080  -0.113
C: -1.83950 3.21540 2.62530  -1.164
C: -1.56000 2.70500 1.35920  -0.031
N: -0.93680 1.53810 1.46310  -0.481
N: 1.35340 -0.02130 2.80940  0.066
C: 2.46510 0.03110 3.55500  -0.096
C: 3.55760 -0.04220 2.71630  -1.205
C: 3.00340 -0.14360 1.44160  -0.097
N: 1.67580 -0.13010 1.51620  -0.036
H: -2.38200 -4.08830 2.97660  0.408
H: -2.03860 -3.00780 0.48750  0.564
H: -1.23050 -2.25070 4.62560  0.453
H: -0.10610 0.03950 4.50050  -0.147
H: -1.33700 2.24460 4.56220  0.441
H: -2.32730 4.13630 2.87150  0.408
H: -1.76700 3.12780 0.39450  0.413
H: 2.41070 0.10660 4.62160  0.459
H: 4.59410 -0.02000 2.98300  0.405
H: 3.50500 -0.23510 0.49550  0.430
C: -3.27120 3.75970 -2.97680  -0.896
C: -2.20260 3.29430 -3.96830  -0.822
N: -2.23930 1.86060 -4.15900  0.230
C: -3.12270 1.31530 -5.17190  -0.645
C: -4.46340 0.82030 -4.63050  -1.048
C: -1.53710 1.02280 -3.37350  0.533
S: -0.37220 1.68020 -2.29910  -0.504
N: -1.71470 -0.27120 -3.59440  -0.187
C: -1.51750 -1.24900 -2.72990  -0.141
O: -1.35410 -1.10810 -1.49170  -0.910
C: -1.65100 -2.63870 -3.24500  0.666
C: -2.36310 -2.95900 -4.39620  0.021
C: -2.56650 -4.28610 -4.73450  -0.725
C: -2.04790 -5.30150 -3.94740  -0.384
C: -1.31840 -4.98490 -2.81280  -0.842
C: -1.13220 -3.66340 -2.45820  -0.513
H: -3.13100 4.81130 -2.73340  0.396
H: -3.19810 3.16760 -2.06530  0.162
H: -4.26700 3.63010 -3.39420  0.305
H: -1.21540 3.55560 -3.58100  0.392
H: -2.33550 3.77650 -4.94180  0.383
H: -2.60870 0.47180 -5.63980  0.345
H: -3.28620 2.09210 -5.92420  0.410
H: -4.30070 0.05930 -3.87140  0.216
H: -5.04780 0.38880 -5.43980  0.357
H: -5.04310 1.63050 -4.19860  0.342
H: -2.76670 -2.16930 -5.01040  0.377
H: -3.14640 -4.53220 -5.61170  0.412
H: -2.20620 -6.33510 -4.22090  0.389
H: -0.90300 -5.76470 -2.19440  0.412
H: -0.58490 -3.39540 -1.56640  0.476
C: 3.48630 1.83020 -3.51960  -1.026
Si: 3.21120 0.02340 -2.97820  -0.212
C: 2.64200 -1.10710 -4.40390  -1.011
C: 4.86930 -0.68290 -2.29780  -1.121
C: 1.97340 0.01310 -1.61200  -1.420
H: 4.27000 1.92140 -4.26430  0.357
H: 3.76950 2.44730 -2.67220  0.334
H: 2.57960 2.25740 -3.93480  0.276
H: 3.38710 -1.17320 -5.19000  0.363
H: 1.72030 -0.75040 -4.85110  0.285
H: 2.45630 -2.11580 -4.04800  0.340
H: 5.58320 -0.84490 -3.09910  0.343
H: 4.71380 -1.63330 -1.79350  0.346
H: 5.32480 -0.00190 -1.58420  0.317
H: 2.01200 0.81810 -0.89080  0.894
H: 1.57130 -0.93840 -1.26150  0.832

Its multiplicity is 6. The calculation puts the energy at -94256.9314 eV.

***

Entry 2:
Here is a molecular structure, C4H7O2Ru at a distorted geometry from the Open Molecules 2025 dataset. Energies are from ωB97M-V/def2-TZVPD.

Last column: Mulliken charge in e.
Positions of all 14 atoms, in Å:
O: 1.58787 1.59045 -0.53158  -0.633
C: 0.45468 2.16903 -0.51911  0.562
C: -0.74539 1.48901 -0.14401  -0.664
H: -1.35221 2.09490 0.54167  0.397
H: 0.36958 3.10936 -1.09021  0.444
H: -1.27989 1.14617 -1.04666  0.377
Ru: 1.81795 -0.13573 0.30868  1.226
C: -0.30356 -0.40072 0.61505  -0.829
C: -0.23170 -1.79240 0.27209  -0.015
O: 0.99432 -2.43417 0.42747  -0.412
H: -0.78599 -0.98549 -0.68575  0.315
H: -1.08553 -2.45975 0.37984  0.445
H: -0.58103 -0.23190 1.66200  0.413
H: 1.14090 -3.15876 -0.18949  0.375

Its multiplicity is 6. The calculation puts the energy at -10909.7785 eV. The energy relative to the best compared isomer or geometry (same formula, charge and spin) is 62.1 kcal/mol. Its charge is +2.

***

Entry 3:
Here is 15 unconnected molecules or ions with the total composition C63H159N9O15 at a distorted geometry from the Open Molecules 2025 dataset. Energies are from ωB97M-V/def2-TZVPD.

Last column: Mulliken charge in e.
Positions of all 246 atoms, in Å:
C: -25.09929 -3.42076 -8.73421  -0.594
C: -24.84643 -3.41241 -7.23889  0.189
O: -23.93007 -2.36761 -6.90505  -0.631
H: -25.87072 -4.13285 -9.03021  -0.403
H: -24.19116 -3.59420 -9.26599  0.573
H: -25.52769 -2.42894 -9.06406  0.413
H: -24.44815 -4.39862 -6.92457  0.455
H: -25.80534 -3.18669 -6.72431  -0.285
H: -23.72093 -2.42206 -5.95396  0.326
C: -34.41511 -0.05309 -4.51397  -0.605
C: -35.36518 -1.22691 -4.31594  -0.560
O: -34.94556 -2.21445 -5.19149  0.222
H: -34.61268 0.74036 -3.80635  0.675
H: -34.51531 0.31543 -5.52673  0.082
H: -33.35214 -0.33160 -4.39559  -0.236
H: -36.43287 -0.89692 -4.49117  0.268
H: -35.30812 -1.57039 -3.32308  0.601
H: -35.32425 -3.10719 -5.11530  -0.257
C: -30.26075 -11.00632 -6.95865  -0.246
C: -30.94787 -11.99552 -6.02637  -0.525
O: -30.28284 -12.44464 -4.89117  -0.564
H: -30.98615 -10.95076 -7.78318  0.149
H: -29.29376 -11.36344 -7.35551  0.359
H: -30.02926 -10.04775 -6.49935  -0.034
H: -31.20954 -12.87698 -6.60458  0.445
H: -31.94199 -11.55670 -5.80429  0.181
H: -29.77723 -11.75082 -4.46022  0.326
C: -33.57011 -9.00911 -7.24860  -0.196
C: -33.82873 -8.94801 -8.72467  0.202
O: -33.98302 -10.30183 -9.10441  -0.599
H: -34.43199 -9.34012 -6.69783  0.503
H: -33.19238 -8.08520 -6.77422  -0.358
H: -32.81205 -9.79785 -7.01224  -0.131
H: -33.04626 -8.46854 -9.30063  -0.267
H: -34.76506 -8.46468 -8.96599  0.409
H: -33.99942 -10.31758 -10.06704  0.325
C: -30.64475 -8.50504 -10.98254  0.839
C: -31.42548 -8.57124 -12.23359  -0.786
O: -32.75424 -9.06539 -11.93380  -0.485
H: -31.18850 -7.83803 -10.28235  -0.848
H: -29.71821 -7.99827 -11.28431  -0.210
H: -30.56346 -9.44490 -10.47535  0.473
H: -30.95330 -9.30624 -12.87035  0.334
H: -31.44248 -7.61840 -12.75863  0.333
H: -33.33723 -8.32754 -12.05230  0.301
C: -31.98967 -9.15466 -3.54802  -0.401
C: -33.40810 -8.63722 -3.67998  0.705
O: -33.97317 -8.19840 -2.47165  -0.508
H: -31.40400 -8.46628 -2.98671  0.094
H: -31.51101 -9.26621 -4.51653  -0.227
H: -31.98258 -10.11715 -2.99840  0.438
H: -34.07136 -9.31283 -4.18454  0.343
H: -33.30381 -7.70235 -4.24894  -0.649
H: -33.92383 -8.83385 -1.76447  0.298
C: -31.33877 -2.63534 -4.98440  -1.148
C: -31.53088 -3.91977 -5.80501  3.375
C: -32.41055 -3.56016 -7.01780  0.657
C: -32.52250 -4.64888 -8.02444  -0.291
C: -31.14300 -5.04522 -8.48201  0.567
C: -30.07371 -5.36686 -7.40667  2.210
N: -30.23891 -4.28633 -6.34558  0.611
O: -29.23917 -4.56896 -5.32444  1.209
C: -30.22058 -6.87023 -6.96349  -0.665
C: -28.68600 -5.22207 -8.06033  -1.060
C: -32.23075 -4.96110 -4.89585  -0.705
H: -32.30481 -2.24573 -4.66030  -0.236
H: -30.83861 -1.82184 -5.51878  -0.616
H: -30.76487 -2.77506 -4.07393  -0.167
H: -33.37778 -3.27833 -6.62220  -0.620
H: -31.93488 -2.70257 -7.46433  -0.556
H: -33.05153 -4.28384 -8.89663  0.105
H: -33.06623 -5.55907 -7.69003  -0.637
H: -30.64243 -4.18203 -8.97176  -1.143
H: -31.23813 -5.85269 -9.22316  0.462
H: -29.57321 -7.14492 -6.09612  0.006
H: -31.21545 -7.24743 -6.65197  -0.408
H: -29.85080 -7.47177 -7.75511  0.048
H: -27.97602 -5.53976 -7.31796  0.935
H: -28.60233 -5.87838 -8.92225  -0.609
H: -28.53117 -4.18268 -8.37872  -0.476
H: -31.59925 -5.27763 -4.06622  -0.776
H: -32.58552 -5.83483 -5.46380  -0.451
H: -33.11389 -4.48380 -4.49839  0.583
H: -28.88641 -3.68671 -5.08442  -0.448
C: -30.15265 -1.80679 -10.45295  -1.570
C: -29.36778 -2.15025 -11.65819  2.251
C: -27.85641 -1.81612 -11.36924  -1.047
C: -26.98209 -2.35776 -12.46900  -1.011
C: -27.02404 -3.86222 -12.40599  -0.391
C: -28.44508 -4.41875 -12.72103  2.193
N: -29.33202 -3.64519 -11.74695  1.368
O: -30.65977 -4.11902 -11.89565  -0.688
C: -28.87798 -4.29021 -14.12525  -2.058
C: -28.48343 -5.91247 -12.33080  -1.780
C: -29.92121 -1.41721 -12.85482  -1.909
H: -31.23725 -2.04103 -10.53954  0.478
H: -30.12577 -0.71523 -10.23594  0.680
H: -29.78192 -2.31514 -9.52951  -0.768
H: -27.86281 -0.72979 -11.40981  0.592
H: -27.57338 -2.06468 -10.33862  -0.247
H: -25.90971 -2.07289 -12.32608  0.416
H: -27.26860 -2.04500 -13.48125  0.471
H: -26.79713 -4.01682 -11.34092  -0.630
H: -26.20074 -4.33504 -12.96023  0.605
H: -29.96349 -4.34794 -14.17813  0.366
H: -28.63533 -3.33890 -14.55743  0.357
H: -28.51606 -5.10259 -14.76129  0.461
H: -29.45711 -6.27586 -12.63684  0.451
H: -27.78019 -6.55161 -12.92038  0.359
H: -28.25701 -6.06096 -11.28174  -0.201
H: -31.00245 -1.63402 -12.92430  0.171
H: -29.44574 -1.62278 -13.78417  0.335
H: -29.86628 -0.34127 -12.73348  0.518
H: -30.80541 -4.60322 -11.06095  0.277
C: -26.54289 -10.35684 -9.25678  -2.135
C: -25.79012 -9.04966 -9.15024  2.376
C: -24.75653 -9.08778 -8.01219  -1.698
C: -23.78094 -7.81778 -7.98263  -0.104
C: -22.99207 -7.81446 -9.29012  -1.447
C: -23.88611 -7.75610 -10.54881  2.150
N: -24.93998 -8.85320 -10.43244  -0.162
O: -25.89489 -8.72881 -11.52623  -0.388
C: -24.53458 -6.40163 -10.73596  -0.862
C: -22.99702 -8.09764 -11.75490  -1.949
C: -26.89662 -7.97272 -8.90068  -0.711
H: -27.15363 -10.34979 -10.19077  0.303
H: -27.24484 -10.49605 -8.42549  0.250
H: -25.92338 -11.24897 -9.30686  0.499
H: -25.33872 -9.14939 -7.10042  0.500
H: -24.09765 -9.97008 -8.06603  0.321
H: -23.09656 -7.91401 -7.16594  0.531
H: -24.46283 -6.97633 -7.76118  -0.291
H: -22.48784 -8.81477 -9.30867  0.365
H: -22.14444 -7.08896 -9.36854  0.431
H: -24.67123 -5.91068 -9.75431  -0.491
H: -23.84001 -5.76649 -11.32816  0.593
H: -25.56384 -6.38863 -11.16317  0.023
H: -23.55476 -7.79532 -12.65730  0.428
H: -22.05223 -7.49639 -11.75424  0.382
H: -22.68202 -9.12653 -11.89595  0.416
H: -27.51941 -8.41749 -8.13394  0.585
H: -27.43726 -7.88061 -9.79985  0.032
H: -26.54642 -6.94242 -8.58535  -0.350
H: -25.71136 -9.52716 -11.98814  0.353
C: -27.90706 -0.86948 -6.94670  -1.720
C: -27.93542 -0.25277 -5.53349  2.422
C: -26.97722 -1.00646 -4.57475  -2.247
O: -27.40399 -2.34205 -4.37165  0.928
C: -26.67040 -2.93917 -3.31445  -0.998
N: -27.49366 1.11926 -5.51960  -0.855
H: -26.86275 -1.09949 -7.24820  0.350
H: -28.28563 -0.22849 -7.74007  0.659
H: -28.50200 -1.80733 -6.91690  0.112
H: -28.95827 -0.42904 -5.10631  -0.682
H: -26.98273 -0.45313 -3.64223  0.428
H: -25.98754 -0.99805 -4.94176  0.254
H: -26.73202 -2.35550 -2.35960  0.274
H: -25.62162 -3.06276 -3.60471  0.266
H: -27.17545 -3.93206 -3.20546  0.079
H: -27.53435 1.48715 -4.56365  0.374
H: -28.19882 1.60848 -6.11979  0.341
C: -37.21192 -5.82188 -2.05106  -1.476
C: -36.88896 -4.88029 -3.22805  0.487
C: -36.65218 -5.72408 -4.45480  -0.189
O: -36.19356 -4.93396 -5.51114  -0.267
C: -35.74825 -5.55983 -6.65235  0.530
N: -38.04438 -3.91892 -3.54133  -0.648
H: -37.16530 -5.16535 -1.15546  0.380
H: -36.45757 -6.59315 -1.95272  0.272
H: -38.24234 -6.27436 -2.13855  0.358
H: -35.99891 -4.30452 -2.94215  0.156
H: -37.66391 -6.18790 -4.70749  0.104
H: -35.86362 -6.51432 -4.25965  0.035
H: -35.19625 -4.79804 -7.18178  -0.617
H: -36.49536 -5.99612 -7.27906  0.400
H: -35.09842 -6.39309 -6.34715  -0.218
H: -37.84916 -3.44471 -4.42985  0.293
H: -38.82741 -4.56352 -3.66451  0.358
C: -31.21140 0.60747 -6.79053  0.656
C: -31.56366 1.83040 -7.60555  0.685
C: -33.01704 2.22643 -7.35598  -0.228
O: -33.26350 3.40891 -8.04155  -0.462
C: -34.66720 3.54160 -8.15199  -0.616
N: -30.58053 2.87884 -7.28314  -0.715
H: -32.02638 -0.12416 -6.73562  -0.516
H: -31.02905 0.82348 -5.74387  0.569
H: -30.31896 0.04027 -7.08870  -0.819
H: -31.38344 1.61609 -8.66893  -0.022
H: -33.11447 2.47881 -6.29713  0.680
H: -33.68297 1.38683 -7.57163  -0.338
H: -35.21562 3.60557 -7.20358  0.311
H: -35.13909 2.70362 -8.72624  0.120
H: -35.01787 4.46347 -8.64456  0.323
H: -30.78978 3.74361 -7.82586  0.304
H: -30.70108 3.20327 -6.31047  0.319
C: -34.98515 -2.40404 -9.52148  -1.369
C: -34.38009 -1.08307 -8.98768  2.357
C: -34.32921 -0.02898 -10.02312  -0.201
O: -33.46639 -0.47099 -11.02653  -0.217
C: -33.15836 0.55469 -11.97722  -0.723
N: -35.09268 -0.57224 -7.85097  -0.200
H: -35.93527 -2.21471 -10.02621  0.564
H: -35.21731 -3.05984 -8.64942  0.041
H: -34.35175 -2.90734 -10.28499  0.192
H: -33.35061 -1.32282 -8.69537  -1.322
H: -33.91096 0.85799 -9.59055  -0.154
H: -35.35517 0.23443 -10.46371  0.242
H: -34.03920 0.86231 -12.57548  0.286
H: -32.41106 0.05707 -12.59857  0.156
H: -32.75852 1.41700 -11.47040  0.305
H: -34.92371 -1.23078 -7.10224  -0.322
H: -36.13687 -0.60204 -7.95391  0.314
C: -32.33627 1.74792 -0.21261  -1.608
C: -32.83479 0.89763 -1.36182  0.798
C: -32.00595 -0.35200 -1.55389  -0.169
O: -30.80805 -0.07448 -2.24178  -0.237
C: -29.69091 -0.76593 -1.94004  -0.809
N: -34.26891 0.70602 -1.18230  -0.539
H: -32.42477 1.19963 0.76287  0.392
H: -32.87821 2.74014 -0.16683  0.364
H: -31.29645 1.97966 -0.44267  0.358
H: -32.66232 1.54004 -2.28844  -0.021
H: -32.69260 -1.04513 -2.07698  -0.119
H: -31.82073 -0.73180 -0.46724  0.362
H: -29.53166 -1.69602 -2.43639  0.130
H: -29.56423 -0.91932 -0.91267  0.658
H: -28.83161 -0.12653 -2.13136  0.160
H: -34.73138 -0.06378 -1.71723  0.077
H: -34.51224 0.57493 -0.22175  0.289
C: -29.62158 -5.16922 -1.89350  -0.565
C: -28.51982 -6.21630 -1.98542  0.361
C: -28.58416 -7.22603 -0.79773  -0.962
O: -28.52500 -6.69877 0.51480  -0.384
C: -27.26979 -6.10454 0.81926  -0.720
N: -28.49175 -6.93683 -3.25594  -0.678
H: -29.41564 -4.29508 -2.56352  -0.157
H: -29.72426 -4.78539 -0.85247  0.517
H: -30.63993 -5.52903 -2.13072  0.051
H: -27.55522 -5.71050 -1.91515  0.398
H: -27.72777 -7.91947 -1.02240  0.448
H: -29.54759 -7.74737 -0.83389  0.298
H: -26.41579 -6.74922 0.60528  0.330
H: -27.16484 -5.95464 1.88613  0.312
H: -27.04387 -5.10947 0.45506  0.235
H: -28.71997 -6.26431 -3.96051  0.108
H: -29.30096 -7.55541 -3.22889  0.172

The calculation puts the energy at -112024.1580 eV.

***

What is the formula in the second record?
C4H7O2Ru